Record 1
A structure of composition C4H28B5O2SV in a non-equilibrium geometry, computed with ωB97M-V with the def2-TZVPD basis set.

Calculated values
max |F|: 2.6 eV Å⁻¹
ΔE to the lowest compared entry with this formula, charge and spin: 0.000 eV
LUMO level (alpha / beta): 0.1664 / 0.1664 Eh
highest occupied orbital energy (alpha / beta): -2.29 / -2.59 eV
orbital gap (alpha / beta): 6.819 / 7.118 eV
spin multiplicity: 3
charge: -2

Element x y z (Å)
V  -0.1817  -0.8632  1.2265
B  -0.5255  -3.1713  1.0867
H  -0.2165  -2.7382  2.1334
H  -1.5027  -2.6092  0.7766
H  0.2858  -2.8134  0.3150
H  -0.6991  -4.3565  1.1346
B  -1.6911  -0.9265  3.1299
H  -0.5312  -1.0292  3.3336
H  -2.1526  -2.0322  3.1186
H  -2.1242  -0.3195  4.0788
H  -1.7981  -0.4101  2.0813
B  2.0732  -1.1463  1.6603
H  1.3199  -0.7650  2.4851
H  3.1434  -0.7222  2.0298
H  2.2124  -2.3372  1.7045
H  1.7776  -0.8029  0.5861
B  -2.7614  -0.5987  -0.3977
H  -3.2285  -1.6901  -0.2130
H  -3.3452  0.2691  0.2028
H  -1.5802  -0.6256  -0.0608
H  -2.6299  -0.4032  -1.5941
B  0.1060  1.4808  1.1772
H  1.2805  1.4743  0.9173
H  -0.0128  0.9085  2.2051
H  -0.3103  2.6011  1.2965
H  -0.5073  0.8409  0.4083
C  0.4063  2.6415  -2.7995
C  1.6204  2.5076  -1.8327
C  2.1330  1.0848  -1.8000
S  0.7970  0.0477  -2.4441
O  0.3316  -0.7971  -1.4058
O  1.2417  -0.4817  -3.7217
C  -0.3891  1.3374  -2.7700
H  0.7903  2.8122  -3.8121
H  -0.2161  3.4885  -2.5191
H  1.2479  2.8088  -0.8538
H  2.3062  3.2808  -2.1846
H  2.3646  0.7344  -0.7957
H  2.9934  0.8780  -2.4358
H  -0.9826  1.3409  -1.8477
H  -1.0450  1.1021  -3.5998

Record 2
A cluster of 10 separate species, C4H28N2O11 in total in a non-equilibrium geometry, computed with ωB97M-V with the def2-TZVPD basis set.

Calculated values
max |F|: 2.0 eV Å⁻¹
ΔE to the lowest compared entry with this formula, charge and spin: 2.948 eV
LUMO level: 0.0023 Eh
structure (SMILES): NCC[C@@H](N)C(=O)O.O.O.O.O.O.O.O.O.O
highest occupied orbital energy: -9.51 eV
orbital gap: 9.576 eV

Element x y z (Å)
O  2.2717  0.7107  2.0627
C  1.1204  0.6257  2.3951
O  0.7235  1.3011  3.5320
C  0.0440  -0.3139  1.8522
C  -1.1953  0.5801  1.5746
C  -2.3998  -0.1924  1.0962
N  -2.5187  0.0548  -0.3719
N  0.6370  -1.0666  0.7660
H  -0.1738  -1.0815  2.5883
H  -0.9621  1.4179  0.9075
H  -1.3364  1.0888  2.5326
H  -3.3759  0.1137  1.4854
H  -2.4199  -1.2672  1.3229
H  -1.6647  -0.2509  -0.8129
H  -3.2694  -0.5352  -0.7202
H  0.5892  -0.6152  -0.1358
H  1.5080  1.3518  4.0868
H  0.5287  -2.0732  0.6866
H  -1.3031  4.1065  -0.4969
H  -0.1818  3.4861  0.2095
O  -1.1409  3.3826  0.1266
H  3.5889  -2.1187  -1.4923
H  3.1767  -1.4017  -2.8137
O  3.7427  -2.0814  -2.4364
H  2.1637  2.8300  1.3528
H  0.9472  3.7108  1.9516
O  1.4428  3.4417  1.1784
H  -0.6114  -3.5341  -0.5159
H  0.4748  -4.4179  0.0005
O  -0.3175  -3.9603  0.3064
H  -0.7052  1.0424  -3.1012
H  -0.3226  1.1554  -1.7075
O  -0.4001  0.4757  -2.3859
H  -1.2654  -1.8831  -2.6203
H  -1.3242  -2.0487  -1.0821
O  -0.8503  -2.3218  -1.8752
H  -2.4123  2.5173  -1.2635
H  -3.6904  2.0186  -1.8423
O  -2.8680  2.4079  -2.1106
H  2.5290  -2.3408  2.0315
H  1.9811  -2.2338  3.3806
O  2.8348  -2.3718  2.9505
H  2.0762  -0.6656  -4.4815
H  1.8499  0.8348  -3.9955
O  2.4788  0.1214  -4.1158

Record 3
A cluster of 9 separate species, C4H28N3O8 in total in a non-equilibrium geometry, computed with ωB97M-V with the def2-TZVPD basis set.

Calculated values
max |F|: 2.7 eV Å⁻¹
ΔE to the lowest compared entry with this formula, charge and spin: 3.369 eV
LUMO level: -0.0978 Eh
highest occupied orbital energy: -12.21 eV
orbital gap: 9.544 eV
charge: +1

Element x y z (Å)
C  2.2874  -1.0093  1.4188
C  1.0259  -0.1904  1.5149
C  0.0189  -0.0772  0.3064
N  -0.7927  -1.0744  -2.0869
C  -0.6420  -1.9985  -1.0472
N  -0.2599  -1.4815  0.0576
N  3.4088  -0.1449  0.9071
H  2.1609  -1.9183  0.8045
H  2.4883  -1.4389  2.4038
H  0.4446  -0.4917  2.3867
H  1.3465  0.8511  1.5475
H  -0.7693  0.6196  0.6557
H  0.3751  0.5199  -0.5488
H  -1.2220  -1.3232  -2.9713
H  -1.1138  -0.1747  -1.7833
H  -0.6593  -3.1036  -1.0534
H  4.3061  -0.5937  0.7864
H  3.3257  0.5961  1.6141
H  3.1444  0.3104  0.0296
H  -3.8739  0.4185  -2.7557
H  -2.9478  1.3137  -1.9385
O  -3.3311  0.4322  -1.9578
H  -1.9572  -0.4613  -4.6482
H  -3.3974  -1.1526  -4.7439
O  -2.8802  -0.3584  -4.8838
H  -0.8137  1.9022  3.7535
H  -0.9605  0.7189  2.7274
O  -0.4936  1.5400  2.9163
H  2.1252  0.2452  -2.4649
H  1.4406  -0.9650  -1.7358
O  2.2594  -0.4640  -1.8353
H  2.1455  2.0462  2.8497
H  2.9746  3.1650  2.3865
O  3.0829  2.2853  2.7697
H  3.4575  3.1695  -0.3263
H  2.1750  3.9335  0.0346
O  2.7928  3.2621  0.3671
H  -3.5533  -0.9569  1.9712
H  -2.4866  -1.8362  1.5913
O  -2.5952  -0.9975  2.0520
H  -3.7676  -1.2564  -0.9372
H  -4.5977  -2.0440  0.0095
O  -3.6711  -1.8167  -0.1437

Record 4
A cluster of 10 separate species, C4H28NO11 in total in a non-equilibrium geometry, computed with ωB97M-V with the def2-TZVPD basis set.

Calculated values
max |F|: 2.0 eV Å⁻¹
ΔE to the lowest compared entry with this formula, charge and spin: 0.512 eV
LUMO level: 0.1024 Eh
highest occupied orbital energy: -6.11 eV
orbital gap: 8.899 eV
charge: -1

Element x y z (Å)
C  0.8743  2.4222  0.9546
O  1.4962  2.3317  -0.3232
C  -0.6473  1.9197  0.9035
C  -1.1526  1.0029  2.0410
C  -0.4137  1.0737  3.3580
O  -2.5249  1.3939  2.2432
N  -1.0065  1.2121  -0.3572
H  0.9315  3.5433  0.9933
H  1.5686  1.8869  1.6886
H  -1.1502  2.9105  0.8982
H  -1.1786  -0.0229  1.6357
H  0.1841  0.2067  3.5580
H  0.2723  1.9201  3.2184
H  -1.2519  0.9569  4.0952
H  -2.9423  1.5099  1.3803
H  -0.3272  0.4733  -0.5253
H  -0.7836  1.8982  -1.1032
H  2.2180  -1.6034  0.6820
H  1.8297  -0.1462  0.4737
O  2.1767  -0.7656  1.1717
H  0.8493  -3.1055  -1.1830
H  0.9932  -1.6595  -1.6342
O  0.8274  -2.5737  -1.9843
H  0.6582  -2.6057  1.2825
H  -0.7472  -2.8867  1.1224
O  0.0896  -3.3659  0.9881
H  -0.7476  -2.5024  -4.1981
H  -0.6236  -2.0816  -2.7453
O  -1.2780  -2.4418  -3.4018
H  2.3594  0.1213  -1.8165
H  1.5754  1.3550  -0.7154
O  1.6362  -0.0067  -1.1999
H  3.1327  -1.0970  2.4721
H  3.8381  0.0435  3.3809
O  3.7954  -0.8854  3.1726
H  1.1501  1.8880  -2.7509
H  0.5184  2.7261  -3.9206
O  0.6334  2.6685  -2.9682
H  -2.2074  0.3044  -2.3166
H  -2.3745  -1.0428  -3.1261
O  -2.8474  -0.3550  -2.6182
H  -2.4002  -0.8297  -0.2793
H  -2.2103  -2.1714  -1.0214
O  -2.4806  -1.8218  -0.1669

Record 5
A cluster of 10 separate species, C4H28NO11 in total in a non-equilibrium geometry, computed with ωB97M-V with the def2-TZVPD basis set.

Calculated values
max |F|: 2.1 eV Å⁻¹
ΔE to the lowest compared entry with this formula, charge and spin: 2.630 eV
LUMO level: -0.0965 Eh
highest occupied orbital energy: -13.11 eV
orbital gap: 10.488 eV
charge: +1

Element x y z (Å)
O  2.4443  -0.4995  2.3317
C  2.4597  -0.8604  1.1812
C  1.1197  -1.1240  0.5281
C  1.0991  -0.7540  -0.9677
C  1.2480  -1.8871  -1.9832
O  0.1497  -1.9819  -2.8348
N  -0.0119  -0.4559  1.2114
H  3.3928  -0.9737  0.6142
H  0.8813  -2.1863  0.5993
H  1.7916  0.0821  -1.0900
H  0.1492  -0.2848  -1.2432
H  1.4131  -2.8264  -1.4426
H  2.2012  -1.8901  -2.5290
H  0.1509  -1.5103  -3.6518
H  0.0558  -0.6158  2.2252
H  -0.1236  0.5373  1.0107
H  -0.8882  -0.9201  0.9416
H  -1.1001  4.5231  2.2104
H  -0.7268  4.5797  0.6574
O  -1.2033  4.1065  1.3534
H  -1.6957  1.7013  -0.3989
H  -1.7855  2.4566  -1.7257
O  -1.1550  2.0192  -1.1446
H  0.1351  4.5534  -1.6604
H  0.3194  3.5757  -0.5954
O  0.7022  4.4085  -0.9063
H  -3.2751  -2.6715  -2.7593
H  -1.7352  -3.0450  -3.0980
O  -2.5072  -3.2018  -2.5495
H  -2.9575  1.8791  1.8503
H  -1.6973  2.4738  1.3172
O  -2.1823  1.5997  1.3478
H  2.6266  3.1691  -0.4691
H  2.4297  2.1340  -1.6570
O  2.4919  2.2501  -0.7090
H  -1.2944  -2.8352  -0.6872
H  -2.3452  -3.0022  0.4714
O  -1.4329  -2.7827  0.2687
H  -1.3506  1.0386  3.7920
H  0.0191  1.3757  4.4588
O  -0.4403  0.7513  3.8912
H  0.1274  -4.0916  0.6698
H  1.4215  -4.7600  0.3034
O  1.0791  -4.0546  0.8676

Record 6
A cluster of 11 separate species, C4H28O10 in total in a non-equilibrium geometry, computed with ωB97M-V with the def2-TZVPD basis set.

Calculated values
max |F|: 1.6 eV Å⁻¹
ΔE to the lowest compared entry with this formula, charge and spin: 0.311 eV
LUMO level: 0.0072 Eh
structure (SMILES): C=C(C)C.O.O.O.O.O.O.O.O.O.O
highest occupied orbital energy: -9.47 eV
orbital gap: 9.664 eV

Element x y z (Å)
C  -2.4425  -0.0380  -2.7304
C  -1.1645  0.6588  -2.3834
C  0.0238  0.1965  -2.7421
C  -1.2470  1.9613  -1.5993
H  -3.1037  0.6397  -3.2784
H  -2.9767  -0.3934  -1.8562
H  -2.2054  -0.8472  -3.4218
H  0.9558  0.6984  -2.4855
H  0.2547  -0.5691  -3.4746
H  -1.1695  2.7871  -2.2977
H  -0.4853  1.9751  -0.8425
H  -2.2174  2.0039  -1.0993
H  -0.4787  -3.2258  0.2983
H  -1.4152  -4.1518  -0.3825
O  -1.3656  -3.6007  0.4091
H  0.6845  0.4046  3.8078
H  -0.7133  0.7651  3.5681
O  -0.1751  -0.0250  3.7032
H  1.3602  3.8524  0.7762
H  2.0525  2.7808  1.6406
O  1.9273  3.0749  0.7315
H  3.7371  -0.3402  1.0323
H  2.3031  -0.2891  1.4636
O  3.1342  0.1913  1.5681
H  -2.2728  -2.0052  0.5084
H  -3.7285  -2.0876  0.7771
O  -2.9657  -1.5630  1.0520
H  -0.0235  1.5270  0.7301
H  -1.4383  1.6529  1.1370
O  -0.5567  1.5887  1.5260
H  2.5905  -0.0762  -1.4630
H  3.5167  -1.1336  -2.2479
O  3.3348  -0.6765  -1.4309
H  2.9549  2.8391  -1.8752
H  2.3631  2.0214  -0.6775
O  2.9530  1.9792  -1.4542
H  -0.7564  -2.1191  3.2732
H  -1.5134  -3.1119  2.5099
O  -0.6462  -3.0108  2.9245
H  0.4197  -2.1864  1.7546
H  0.0833  -0.6674  1.4768
O  0.4120  -1.4801  1.0737

Number 1: DFT total energy -1785.8603 a.u.. Number 2: DFT total energy -1106.3376 a.u.. Number 3: DFT total energy -935.1175 a.u.. Number 4: DFT total energy -1051.6278 a.u.. Number 5: DFT total energy -1051.3718 a.u.. Number 6: DFT total energy -921.5601 a.u..